109
Properties=species:S:1:pos:R:3:forces:R:3 method="wB97M-V/def2-TZVPD" energy_ev=-242391.0778 mol_weight_g_mol=1344.66 gap_ha=0.2641 e_lumo_ev=-1.02 charge=0 de_lowest_kcal_mol=0.00 homo_energy_ha=-0.3015
Ta 0.000152 -1.066154 1.024626 0.1 0.1 -0.6
O -3.724317 -6.018097 0.201785 0.0 0.0 0.0
C -2.928214 -4.941421 0.305285 0.0 0.0 0.0
C -1.897034 -4.681295 -0.604158 0.0 0.0 0.0
C -1.136679 -3.556213 -0.399304 0.0 0.0 0.1
N -1.354892 -2.754361 0.630672 0.0 0.0 0.0
C -2.362209 -2.960261 1.462902 0.1 -0.1 0.2
C -3.176918 -4.058494 1.358446 0.0 0.0 -0.1
C -2.481447 -1.844654 2.467573 0.1 0.0 0.0
O -3.321151 -1.784955 3.310873 0.0 0.0 0.0
O -1.521052 -0.933720 2.259021 0.1 -0.2 0.2
C -0.034333 -3.040216 -1.285318 0.0 0.0 0.1
O 0.352885 -3.617330 -2.270640 0.0 0.0 0.0
O 0.425716 -1.893754 -0.842832 0.1 -0.1 0.0
H -3.475880 -6.550641 -0.562381 0.0 0.0 0.0
H -1.697284 -5.315577 -1.458237 0.0 0.0 0.0
H -3.989241 -4.215771 2.052620 0.0 0.0 0.0
Se -3.975954 3.950554 -2.197116 0.0 0.0 0.0
P -3.708645 2.039623 -3.017952 0.0 0.0 0.0
C -5.246131 1.153380 -3.376777 0.0 0.0 0.0
C -6.455665 1.656825 -2.923785 0.0 0.0 0.0
C -7.635000 0.980180 -3.209118 0.0 0.0 0.0
C -7.600533 -0.191915 -3.946278 0.0 0.0 0.0
C -6.387157 -0.696987 -4.401556 0.0 0.0 0.0
C -5.211472 -0.027299 -4.116986 0.0 0.0 0.0
C -2.855544 2.058204 -4.618210 0.0 0.1 0.0
C -3.570468 2.485564 -5.736885 0.0 0.0 0.0
C -2.937127 2.598807 -6.962683 0.0 0.0 0.0
C -1.586868 2.290087 -7.084304 0.0 0.0 0.0
C -0.872760 1.863665 -5.975752 0.0 0.0 0.0
C -1.510533 1.750464 -4.747912 0.0 -0.1 0.0
C -2.805109 0.893904 -1.937432 0.0 0.0 0.0
C -1.603095 0.927565 -1.235644 0.0 0.1 0.1
N -1.594635 -0.171475 -0.438491 0.0 0.0 0.0
N -2.723558 -0.835693 -0.645126 0.0 0.0 0.0
N -3.454980 -0.218470 -1.528722 0.0 0.0 0.0
P -0.197779 1.989413 -1.017653 0.0 0.0 0.0
Se 0.372333 1.654887 1.058385 -0.1 0.0 0.0
C 1.124579 1.427014 -2.113863 0.0 0.0 0.0
C 1.004586 0.256886 -2.856241 0.0 0.0 0.0
C 2.080001 -0.203077 -3.605743 0.0 0.0 0.0
C 3.273657 0.500834 -3.607436 0.0 0.0 0.0
C 3.402012 1.666850 -2.857237 0.0 0.0 0.0
C 2.332760 2.129651 -2.109887 0.0 0.0 0.0
C -0.485704 3.720607 -1.352153 0.0 0.0 0.0
C -0.994862 4.527014 -0.337856 0.0 0.0 0.0
C -1.241183 5.865094 -0.589968 0.0 0.0 0.0
C -0.986008 6.392455 -1.847933 0.0 0.0 0.0
C -0.476294 5.589127 -2.858092 0.0 0.0 0.0
C -0.220247 4.251431 -2.613056 0.0 0.0 0.0
H -6.465222 2.577722 -2.354007 0.0 0.0 0.0
H -8.578969 1.372754 -2.854810 0.0 0.0 0.0
H -8.520362 -0.717131 -4.169601 0.0 0.0 0.0
H -6.361125 -1.613906 -4.975665 0.0 0.0 0.0
H -4.265588 -0.423136 -4.466748 0.0 0.0 0.0
H -4.621124 2.732746 -5.643747 0.0 0.0 0.0
H -3.497173 2.928664 -7.827820 0.0 0.0 0.0
H -1.096424 2.378036 -8.045038 0.0 0.0 0.0
H 0.177056 1.610975 -6.062082 0.0 0.0 0.0
H -0.954268 1.398672 -3.892804 0.0 0.0 0.0
H 0.083442 -0.309256 -2.839150 0.0 0.0 0.0
H 1.979666 -1.121043 -4.169890 0.0 0.0 0.0
H 4.112661 0.140850 -4.188906 0.0 0.0 0.0
H 4.335673 2.213501 -2.856433 0.0 0.0 0.0
H 2.433586 3.033906 -1.520344 0.0 0.0 0.0
H -1.205157 4.107164 0.637624 0.0 0.0 0.0
H -1.642085 6.493391 0.193672 0.0 0.0 0.0
H -1.187851 7.437512 -2.043455 0.0 0.0 0.0
H -0.284446 6.001674 -3.839341 0.0 0.0 0.0
H 0.177378 3.626638 -3.402327 0.0 0.0 0.0
N 3.075784 -1.579962 -0.358940 0.0 0.0 0.0
N 2.318466 -0.586541 0.347104 0.0 0.0 0.0
H 3.847368 -1.126466 -0.836389 0.0 0.0 0.0
H 2.448874 -1.972829 -1.052835 0.0 0.0 0.0
H 2.348275 0.304149 -0.140278 0.0 0.0 0.0
H 2.740472 -0.443562 1.262523 0.1 0.0 0.0
F 5.585310 -1.084560 1.768377 0.0 0.0 0.0
C 4.963882 -1.744807 2.760604 0.0 0.0 0.0
C 3.952897 -2.576056 2.499001 0.0 0.0 0.0
N 3.286484 -3.246108 3.499931 0.0 0.0 0.0
C 2.177504 -4.135131 3.167193 0.0 -0.1 0.0
C 0.946526 -3.355998 2.713343 0.1 0.2 0.0
O -0.066296 -3.316369 3.372546 0.0 -0.1 -0.1
O 1.125587 -2.718443 1.567951 -0.3 -0.1 0.3
C 3.631855 -3.087704 4.833225 0.0 0.0 0.0
O 3.057166 -3.635741 5.746393 0.0 0.0 0.0
N 4.714929 -2.252186 5.044149 0.0 0.0 0.0
C 5.451140 -1.524835 4.114223 0.0 0.0 0.0
O 6.374809 -0.813967 4.436064 0.0 0.0 0.0
H 3.607094 -2.731753 1.483140 0.0 0.0 0.0
H 1.924795 -4.688795 4.064973 0.0 0.0 0.0
H 2.493354 -4.818296 2.377104 0.0 0.0 0.0
H 4.965070 -2.118947 6.015119 0.0 0.0 0.0
F 5.910038 1.558280 8.270706 0.0 0.0 0.0
C 4.882234 0.717134 8.453061 0.0 0.0 0.0
F 4.174282 1.174671 9.504750 0.0 0.0 0.0
F 5.403068 -0.469533 8.832826 0.0 0.0 0.0
C 4.026699 0.571292 7.228246 0.0 0.0 0.0
C 2.904776 -0.249222 7.300793 0.0 0.0 0.0
C 2.112393 -0.431876 6.185359 0.0 0.0 0.0
C 2.443474 0.202134 4.982992 0.0 0.0 0.0
C 3.560175 1.034397 4.927034 0.0 0.0 0.0
C 4.353702 1.217924 6.047683 0.0 0.0 0.0
C 1.673699 -0.069407 3.805295 0.1 -0.2 0.0
C 1.061704 -0.426147 2.820916 -0.1 0.3 0.0
H 2.661634 -0.753252 8.227256 0.0 0.0 0.0
H 1.253175 -1.087473 6.220933 0.0 0.0 0.0
H 3.820006 1.516921 3.993837 0.0 0.0 0.0
H 5.237176 1.837098 5.993210 0.0 0.0 0.0

13
Properties=species:S:1:pos:R:3:forces:R:3 method="wB97M-V/def2-TZVPD" energy_ev=-10282.9234 mol_weight_g_mol=102.09 smiles="NCC(=O)NC=O" gap_ha=0.3865 e_lumo_ev=0.78 charge=0 de_lowest_kcal_mol=43.22 homo_energy_ha=-0.3578
O 1.919293 1.429019 0.183045 -0.5 0.7 0.0
C 0.902890 0.815571 -0.036976 -0.3 -1.1 -0.6
N -0.389468 1.326453 0.046564 0.8 0.4 0.5
C -1.639083 0.710414 0.377974 -0.5 1.1 -1.3
O -2.348114 0.204643 -0.441947 0.2 -0.5 0.7
C 0.991774 -0.622741 -0.536356 -0.6 -0.1 -1.0
N 0.055997 -1.485618 0.151447 0.5 -0.9 2.0
H -0.399844 2.288818 0.356428 0.3 0.1 0.3
H -2.002870 1.093353 1.350661 0.0 -0.6 0.1
H 0.713928 -0.636171 -1.602052 0.3 0.3 0.2
H 2.051739 -0.867304 -0.456724 -0.1 -0.3 0.1
H -0.403265 -2.270293 -0.283709 0.0 0.5 -1.2
H 0.547027 -1.986150 0.891651 -0.1 0.5 0.2

17
Properties=species:S:1:pos:R:3:forces:R:3 method="wB97M-V/def2-TZVPD" energy_ev=-37259.4597 mol_weight_g_mol=156.32 gap_ha=0.3562 e_lumo_ev=-3.05 charge=+1 de_lowest_kcal_mol=36.11 homo_energy_ha=-0.4682
C -1.841937 1.415915 -0.662381 0.2 -1.2 -0.2
C -0.121436 0.319760 1.371642 -0.1 -2.2 -1.0
C 1.155107 -0.845792 0.165476 -1.6 1.9 1.8
N 0.297890 -1.593545 -0.664504 -0.2 -2.6 1.8
S 1.892564 0.490325 -0.772015 -0.1 0.0 -0.4
S 2.162878 -1.815877 1.327552 -1.3 -2.1 -2.2
S -1.823744 0.091398 0.603952 0.9 2.6 2.0
H -2.853780 1.440619 -1.051423 -0.1 0.7 0.3
H -1.258473 0.966187 -1.430059 0.6 -0.2 -0.9
H -1.299404 2.315904 -0.391166 -0.7 0.1 0.5
H -0.198076 -0.186466 2.344615 0.1 0.2 -0.3
H 0.216170 1.363957 1.470932 -0.4 -0.5 -0.4
H 0.096237 -2.627218 -0.343539 0.7 2.7 -1.0
H 0.481850 -1.473941 -1.644503 0.2 -0.3 -0.3
H -1.440977 -0.841994 -0.226278 0.7 -1.3 -0.9
H 3.091649 0.368767 -0.246268 0.7 -0.1 0.1
H 2.651232 -0.978778 2.149183 0.5 2.0 1.1

16
Properties=species:S:1:pos:R:3:forces:R:3 method="wB97M-V/def2-TZVPD" energy_ev=-8743.1604 mol_weight_g_mol=99.14 gap_ha=0.3853 e_lumo_ev=-9.14 charge=+2 de_lowest_kcal_mol=59.74 homo_energy_ha=-0.7210
C -2.060108 0.997861 -0.095621 0.5 2.0 1.9
C 2.354237 0.668002 -0.210020 1.0 2.1 1.4
C -0.693957 -1.048636 -0.770461 -4.9 4.9 2.8
C 1.201712 0.168835 1.876999 -2.3 -1.2 2.9
N -1.338305 -0.134538 -0.372416 3.4 -5.6 -2.2
N -0.149566 -2.042590 -1.290297 1.5 -4.0 1.2
N 1.709163 0.422508 0.825039 2.2 0.1 -3.4
H -1.829128 1.660409 -0.881612 -0.4 0.9 -1.4
H -1.482867 1.494428 0.696660 -0.8 0.1 0.5
H 2.918648 -0.058336 -0.750523 -0.4 -0.8 -0.8
H 2.605142 1.739080 -0.290183 -0.1 -0.4 -0.6
H 1.706251 -0.162741 2.755775 1.0 0.3 0.7
H 0.139823 0.145366 1.937082 -1.0 0.0 0.1
H -3.118737 0.904036 0.123277 0.1 -0.4 -0.1
H -0.040829 -1.972261 -2.248482 0.5 -0.1 -2.6
H -0.078408 -3.036532 -0.902282 -0.2 2.0 -0.3

13
Properties=species:S:1:pos:R:3:forces:R:3 method="wB97M-V/def2-TZVPD" energy_ev=-40097.5145 mol_weight_g_mol=283.09 s2=2.008 gap_ha="0.1798 / 0.2185" e_lumo_ev="2.84 / 0.27" charge=-1 homo_energy_ha="-0.0753 / -0.2086" multiplicity=3
C -1.095478 -0.050427 -0.369107 0.5 -4.2 0.7
C 0.070566 -0.682707 0.603756 0.1 3.3 -6.0
O 2.738906 -0.941920 0.593298 0.0 0.3 0.1
O 1.581540 -1.253975 -1.529609 0.0 0.8 0.3
O 1.751202 0.963236 -0.526831 0.3 2.5 -0.5
O -0.772562 1.140293 -0.853994 2.4 2.0 -1.9
S -2.725040 0.174803 0.401882 -0.8 -0.8 0.3
S 1.710126 -0.458148 -0.306392 -1.2 -4.5 0.8
I 0.345275 0.971617 2.107104 0.5 2.6 2.6
H -1.318622 -0.879754 -1.177871 0.4 1.4 1.2
H 0.010051 -1.516612 1.149994 -0.6 -3.4 1.6
H 0.245654 1.180337 -1.091665 -1.9 -0.1 0.8
H -2.541619 1.353256 0.999436 0.3 0.1 0.0